C36H72O27 | the ωB97M-V functional and the def2-TZVPD basis

CARTESIAN COORDINATES (ANGSTROEM)
C  8.354  19.468  11.675
C  9.554  19.883  12.565
O  9.846  21.246  12.349
C  10.554  21.925  13.251
O  11.017  21.465  14.270
O  10.566  23.234  12.859
C  10.738  24.294  13.785
H  7.525  20.154  11.849
H  8.054  18.477  12.016
H  8.614  19.417  10.618
H  10.413  19.259  12.321
H  9.220  19.634  13.572
H  10.109  24.185  14.669
H  10.768  25.290  13.344
H  11.773  24.385  14.116
C  2.217  11.236  31.593
C  3.273  11.947  32.433
O  4.657  11.739  31.887
C  5.072  12.447  30.891
O  4.776  13.586  30.544
O  6.193  11.800  30.438
C  6.967  12.399  29.354
H  2.344  11.681  30.606
H  1.225  11.527  31.938
H  2.272  10.147  31.610
H  3.261  11.673  33.488
H  3.028  13.006  32.505
H  7.261  13.430  29.553
H  6.298  12.516  28.501
H  7.881  11.866  29.090
C  20.151  16.226  8.744
C  20.218  14.815  9.172
O  21.020  14.668  10.366
C  20.603  14.899  11.641
O  19.416  14.940  12.034
O  21.686  15.266  12.295
C  21.573  15.987  13.473
H  21.111  16.725  8.615
H  19.557  16.670  9.543
H  19.663  16.293  7.771
H  20.726  14.335  8.336
H  19.211  14.415  9.286
H  20.709  16.652  13.457
H  22.513  16.539  13.510
H  21.336  15.433  14.381
C  1.799  19.216  21.979
C  2.784  20.362  22.151
O  2.030  21.572  22.066
C  1.709  22.217  23.227
O  2.052  21.920  24.374
O  0.917  23.268  22.929
C  0.353  24.053  23.943
H  2.178  18.262  22.344
H  1.424  19.183  20.956
H  0.937  19.380  22.626
H  3.499  20.136  21.361
H  3.295  20.245  23.106
H  1.234  24.535  24.364
H  -0.125  23.390  24.664
H  -0.328  24.847  23.635
C  16.130  7.948  12.471
C  17.083  7.524  11.358
O  17.487  6.168  11.500
C  18.494  5.629  10.820
O  19.033  6.141  9.769
O  18.764  4.434  11.391
C  19.628  3.595  10.684
H  15.272  7.292  12.615
H  15.840  8.988  12.318
H  16.665  7.830  13.413
H  17.936  8.181  11.521
H  16.729  7.861  10.383
H  20.007  2.732  11.231
H  20.526  4.089  10.313
H  19.001  3.240  9.866
C  5.395  6.214  17.439
C  6.873  5.960  17.183
O  7.634  7.072  17.664
C  8.904  7.096  17.541
O  9.672  6.300  16.960
O  9.365  8.217  18.272
C  10.708  8.299  18.684
H  5.196  6.574  18.449
H  4.707  5.414  17.166
H  4.938  6.971  16.802
H  7.053  5.950  16.108
H  7.200  5.054  17.691
H  10.862  7.563  19.473
H  10.900  9.328  18.990
H  11.356  8.099  17.831
C  8.755  14.005  20.965
C  9.232  13.926  19.526
O  10.613  14.440  19.433
C  11.079  14.841  18.295
O  10.370  15.155  17.326
O  12.346  14.900  18.290
C  13.055  15.312  17.147
H  9.201  13.139  21.455
H  7.675  14.013  21.115
H  9.212  14.894  21.399
H  8.644  14.658  18.973
H  9.011  12.923  19.158
H  12.558  16.175  16.705
H  13.150  14.550  16.374
H  13.984  15.731  17.533
C  23.497  22.132  19.134
C  22.320  21.228  19.240
O  21.061  21.910  19.163
C  19.956  21.144  18.935
O  19.952  19.902  18.865
O  18.924  21.958  18.832
C  17.684  21.453  18.441
H  23.712  22.772  19.989
H  23.402  22.692  18.203
H  24.358  21.466  19.080
H  22.435  20.652  20.158
H  22.326  20.547  18.389
H  16.964  22.247  18.239
H  17.146  20.808  19.136
H  17.852  20.799  17.585
C  -2.986  15.088  21.071
C  -2.543  13.900  20.259
O  -1.147  14.006  19.892
C  -0.504  13.042  19.149
O  -0.981  11.918  18.828
O  0.686  13.531  18.916
C  1.619  12.704  18.294
H  -2.770  16.055  20.617
H  -2.593  15.080  22.087
H  -4.066  15.102  21.217
H  -3.031  13.931  19.285
H  -2.837  12.956  20.718
H  1.264  11.990  17.550
H  2.274  12.192  18.999
H  2.340  13.351  17.794

Values from the calculation:
SMILES string = CCOC(=O)OC.CCOC(=O)OC.CCOC(=O)OC.CCOC(=O)OC.CCOC(=O)OC.CCOC(=O)OC.CCOC(=O)OC.CCOC(=O)OC.CCOC(=O)OC
Energy above the lowest of the compared OMol25 structures with the same formula, charge and spin = 151.8 kcal/mol
Max |F| = 5.640 eV/A
Frontier orbital gap = 10.75 eV
HOMO energy = -10.3205 eV
LUMO = 0.016 Ha